Computed, not measured: a 11-piece molecular cluster, C26H60N24O11 overall in a non-equilibrium geometry, with ωB97M-V/def2-TZVPD.

Properties
orbital gap: 9.46 eV
LUMO energy: 0.24 eV
SMILES: CCCN[C@H](C#N)[C@@H](C#N)CCC(=O)Nc1ccccc1.NC(N)=O.NC(N)=O.NC(N)=O.NC(N)=O.NC(N)=O.NC(N)=O.NC(N)=O.NC(N)=O.NC(N)=O.NC(N)=O
total charge: 0
calculated total energy: -86229.936 eV
molecular weight: 884.9 g mol⁻¹

Last column: Löwdin charge in e.
Cartesian coordinates (Å):
C: -3.84 -1.60 3.25  -0.076
C: -2.55 -1.14 2.55  -0.224
C: -1.51 -0.61 3.53  -0.201
N: -0.11 -0.66 3.07  -0.009
C: 0.11 -0.14 1.74  -0.267
C: 0.39 -1.28 0.84  -0.157
N: 0.67 -2.21 0.24  0.192
C: 1.35 0.86 1.68  -0.200
C: 2.03 0.70 0.41  -0.175
N: 2.41 0.54 -0.66  0.208
C: 0.80 2.31 1.66  -0.124
C: -0.12 2.62 2.85  -0.067
C: -1.56 2.87 2.51  -0.422
O: -2.44 2.64 3.30  0.110
N: -1.87 3.41 1.20  0.084
C: -2.57 2.42 0.40  -0.262
C: -3.91 2.11 0.66  -0.028
C: -4.57 1.16 -0.13  -0.073
C: -3.91 0.51 -1.17  -0.076
C: -2.57 0.81 -1.40  -0.071
C: -1.91 1.76 -0.63  -0.042
H: -3.84 -1.30 4.29  0.073
H: -4.71 -1.13 2.79  0.062
H: -3.97 -2.67 3.14  0.065
H: -2.84 -0.32 1.90  0.084
H: -2.15 -1.91 1.89  0.080
H: -1.75 0.39 3.87  0.095
H: -1.55 -1.24 4.43  0.121
H: 0.30 -1.57 3.21  0.122
H: -0.74 0.41 1.35  0.124
H: 2.02 0.69 2.51  0.157
H: 0.24 2.38 0.73  0.078
H: 1.60 3.04 1.58  0.129
H: 0.26 3.53 3.31  0.116
H: -0.07 1.83 3.59  0.113
H: -2.47 4.21 1.33  0.128
H: -4.42 2.61 1.46  0.112
H: -5.60 0.93 0.08  0.104
H: -4.43 -0.20 -1.80  0.085
H: -2.07 0.30 -2.22  0.102
H: -0.88 1.97 -0.85  0.106
C: 6.69 -1.28 -0.54  -0.682
O: 7.61 -1.97 -0.94  0.036
N: 6.85 -0.37 0.48  0.134
N: 5.43 -1.34 -1.05  0.166
H: 6.11 0.20 0.85  0.091
H: 7.76 -0.31 0.91  0.097
H: 5.26 -1.99 -1.80  0.096
H: 4.67 -0.77 -0.71  0.054
C: -6.75 -3.69 1.36  -0.682
O: -6.75 -3.15 2.45  0.007
N: -7.33 -3.11 0.26  0.156
N: -6.19 -4.91 1.15  0.154
H: -7.34 -3.54 -0.65  0.094
H: -7.76 -2.21 0.39  0.099
H: -5.75 -5.35 1.94  0.098
H: -6.17 -5.38 0.27  0.093
C: 2.87 -3.18 -3.82  -0.685
O: 3.95 -3.65 -3.51  0.016
N: 1.95 -2.77 -2.90  0.154
N: 2.50 -3.01 -5.13  0.145
H: 1.07 -2.37 -3.13  0.087
H: 2.20 -2.87 -1.93  0.070
H: 3.15 -3.30 -5.83  0.099
H: 1.62 -2.63 -5.41  0.089
C: -2.28 -5.41 0.36  -0.676
O: -3.48 -5.62 0.24  0.003
N: -1.38 -6.41 0.57  0.152
N: -1.75 -4.16 0.28  0.158
H: -0.39 -6.26 0.67  0.094
H: -1.74 -7.35 0.63  0.101
H: -2.39 -3.40 0.12  0.094
H: -0.77 -3.95 0.37  0.042
C: 4.94 2.67 -2.66  -0.681
O: 3.95 3.33 -2.92  0.016
N: 6.14 2.86 -3.29  0.146
N: 4.94 1.68 -1.72  0.144
H: 6.96 2.32 -3.09  0.087
H: 6.20 3.57 -4.01  0.066
H: 4.08 1.48 -1.24  0.019
H: 5.75 1.13 -1.50  0.054
C: 1.45 6.42 4.37  -0.685
O: 1.71 5.27 4.70  0.019
N: 2.37 7.23 3.77  0.150
N: 0.22 6.98 4.57  0.148
H: 2.18 8.17 3.48  0.092
H: 3.28 6.85 3.61  0.104
H: -0.48 6.41 5.01  0.101
H: -0.02 7.92 4.30  0.091
C: 6.58 2.88 -6.98  -0.668
O: 6.26 3.61 -6.06  0.020
N: 6.90 3.37 -8.22  0.149
N: 6.64 1.52 -6.85  0.157
H: 7.16 2.79 -8.99  0.091
H: 6.86 4.36 -8.34  0.102
H: 6.41 1.14 -5.95  0.101
H: 6.90 0.90 -7.59  0.092
C: -8.80 -6.99 3.95  -0.688
O: -9.49 -7.67 4.68  0.018
N: -8.74 -7.19 2.59  0.147
N: -8.03 -5.96 4.41  0.158
H: -8.17 -6.64 1.98  0.065
H: -9.30 -7.92 2.21  0.098
H: -8.06 -5.78 5.40  0.101
H: -7.47 -5.36 3.83  0.066
C: -5.73 0.92 -4.42  -0.684
O: -5.67 -0.19 -3.93  0.010
N: -4.68 1.46 -5.11  0.154
N: -6.84 1.71 -4.33  0.151
H: -4.71 2.37 -5.53  0.092
H: -3.85 0.91 -5.20  0.102
H: -7.62 1.34 -3.82  0.101
H: -6.91 2.62 -4.72  0.091
C: 8.21 2.73 2.23  -0.685
O: 7.51 2.11 3.01  0.017
N: 8.26 2.42 0.90  0.156
N: 8.98 3.79 2.62  0.147
H: 8.81 2.91 0.23  0.096
H: 7.69 1.64 0.61  0.048
H: 8.96 4.04 3.59  0.101
H: 9.55 4.32 1.99  0.091